The following is a DFT calculation (the ωB97M-V functional and the def2-TZVPD basis) of one molecule with the formula C2H3N3O2 in a non-equilibrium geometry.

Values from the calculation:
Structure (SMILES) = Nc1nc(=O)o[nH]1
Maximum force = 0.1383 hartree/bohr
Energy above the lowest of the compared OMol25 structures with the same formula, charge and spin = 3.852 eV
Highest occupied orbital energy = -10.17 eV

Each line ends with the Mulliken charge.
Geometry (Å):
N1 2.034 -0.825 -0.836  -0.446
C1 0.787 -0.332 -0.486  0.480
N2 -0.363 -0.074 -0.896  -0.447
C2 -1.114 0.418 0.058  0.601
O1 -2.162 1.077 -0.214  -0.577
O2 -0.509 0.286 1.285  -0.240
N3 0.727 -0.517 0.997  -0.271
H1 2.949 -1.098 -0.282  0.280
H2 2.247 -0.705 -1.989  0.310
H3 1.346 0.300 1.417  0.309

Atoms 1-2, force components in eV/Å:
1.4 0.8 -5.9
3.1 -3.4 5.4

=====

The following is a DFT calculation (the ωB97M-V functional and the def2-TZVPD basis) of one molecule with the formula C2H3N3O3 in a non-equilibrium geometry.

Values from the calculation:
Structure (SMILES) = O/N=C1/ON=CNO1
Maximum force = 0.0997 hartree/bohr
Energy above the lowest of the compared OMol25 structures with the same formula, charge and spin = 6.099 eV
Highest occupied orbital energy = -8.98 eV

Each line ends with the Mulliken charge.
Geometry (Å):
O1 0.854 -1.310 -2.143  -0.370
N1 1.423 -0.835 -0.955  -0.396
C1 0.451 -0.137 -0.440  0.693
O2 0.884 0.310 0.752  -0.217
N2 0.037 0.426 1.911  -0.290
C2 -1.079 0.969 1.531  0.111
N3 -1.463 0.991 0.188  -0.362
O3 -0.917 -0.170 -0.451  -0.225
H1 1.681 -1.687 -2.333  0.411
H2 -1.863 0.917 2.370  0.294
H3 -2.606 1.053 0.132  0.350

Atoms 1-2, force components in eV/Å:
0.2 -0.5 -0.6
-4.5 2.4 0.1